{"formula": "C5H9N3O", "method": "the ωB97M-V functional and the def2-TZVPD basis", "smiles": "CONc1ccnn1C", "homo_ev": -8.88, "lumo_energy_ha": 0.033, "total_energy_ev": -11845.9006, "relative_energy_kj_mol": 338.4, "largest_force_ev_per_a": 3.27, "total_charge": 0, "orbital_gap_ha": 0.3596, "species": ["C", "C", "C", "C", "C", "N", "N", "N", "O", "H", "H", "H", "H", "H", "H", "H", "H", "H"], "positions_angstrom": [[1.352607, -1.131688, 0.442584], [1.077750, -2.502260, 0.524472], [0.105219, -0.552740, 0.396774], [-2.243467, -1.446379, 0.430533], [1.281665, 2.236415, -0.930301], [-0.220938, -2.732044, 0.525032], [-0.812486, -1.541452, 0.427630], [-0.262364, 0.922576, 0.214216], [0.145398, 1.409531, -1.056699], [2.305427, -0.646765, 0.424939], [1.771711, -3.317012, 0.571193], [-2.577640, -0.642206, -0.226702], [-2.639385, -2.392359, 0.061797], [-2.623791, -1.272292, 1.440703], [1.145964, 2.960582, -0.122330], [1.369628, 2.753582, -1.883782], [2.183328, 1.647513, -0.742006], [-1.276686, 0.994373, 0.230487]], "atomic_forces_ev_per_a": [[-0.250, 0.173, 0.104], [-0.100, 0.274, -0.057], [-0.442, 3.092, -0.974], [-0.434, -0.064, 0.084], [0.056, 0.106, 0.266], [-0.252, -0.858, 0.126], [0.449, 0.336, -0.088], [0.855, -2.605, 0.893], [-0.526, -0.506, -0.065], [0.163, 0.162, -0.005], [0.099, -0.218, 0.044], [0.047, -0.066, 0.006], [0.057, 0.117, 0.038], [-0.004, -0.001, -0.083], [0.013, -0.030, -0.066], [0.060, -0.018, -0.004], [0.011, 0.022, -0.012], [0.198, 0.080, -0.208]], "nbo_charge": [-0.3650, -0.0453, 0.2819, -0.4109, -0.2468, -0.2735, -0.1807, -0.3402, -0.4016, 0.2301, 0.2085, 0.2042, 0.2392, 0.2058, 0.1812, 0.1932, 0.1671, 0.3526]}